Entry one
DFT (ωB97M-V/def2-TZVPD) results for the molecule C3H4N2O.

Gap between HOMO and LUMO ... 9.759 eV
HOMO energy ... -9.419 eV
SMILES ... OC1=CN=NC1

Atoms and positions in Å:
O1 -1.2816 1.3507 -0.1067
N1 0.6543 -1.4614 0.9258
N2 1.4104 -1.0726 -0.0169
C1 -0.4840 -0.6509 1.0394
C2 -0.3980 0.3768 0.1684
C3 0.7528 0.0091 -0.6988
H1 -1.2749 -0.9066 1.7270
H2 1.3908 0.6917 -1.2628
H3 0.0244 -0.4707 -1.3791
H4 -0.7941 2.1339 -0.3963

Entry two
DFT (ωB97M-V/def2-TZVPD) results for the molecule C3H4N2O.

Gap between HOMO and LUMO ... 9.480 eV
HOMO energy ... -8.834 eV
SMILES ... Oc1ccn[nH]1

Atoms and positions in Å:
O1 1.4962 0.2398 -1.4287
N1 0.5225 0.9162 0.5878
N2 -0.4770 0.6072 1.4468
C1 0.6433 0.0151 -0.4075
C2 -0.9597 -0.5280 0.9715
C3 -0.2683 -0.9842 -0.1699
H1 -1.8774 -0.9454 1.3544
H2 1.1941 -0.3080 -2.1646
H3 1.0405 1.7731 0.7006
H4 -0.3957 -1.9070 -0.7164

Entry three
DFT (ωB97M-V/def2-TZVPD) results for a cluster of 2 separate species, C3H4N2O in total.

Gap between HOMO and LUMO ... 10.053 eV
HOMO energy ... -9.387 eV
SMILES ... N=C=N.C#CO

Atoms and positions in Å:
O1 2.0568 -0.2540 0.2605
N1 0.0469 1.6903 0.4747
N2 -1.9936 0.3587 0.6876
C1 -0.9909 1.0191 0.4962
C2 0.4415 -1.8428 -0.8200
C3 1.2158 -1.0775 -0.3017
H1 -2.1694 -0.4426 0.0929
H2 -0.2041 -2.5480 -1.2905
H3 0.0371 2.5314 -0.0915
H4 1.5598 0.5654 0.4918

Short version: entry two is the most stable of them.

Entry one
DFT (ωB97M-V/def2-TZVPD) results for the molecule C3H4N2O.

Gap between HOMO and LUMO ... 11.306 eV
HOMO energy ... -10.712 eV
SMILES ... N#CCNC=O

Atoms and positions in Å:
O1 1.6274 0.1297 -1.3290
N1 0.3740 0.4004 0.5447
N2 -2.8312 -0.1857 -0.6006
C1 1.3442 0.7691 -0.3370
C2 -0.4045 -0.7700 0.2234
C3 -1.7689 -0.4394 -0.2124
H1 -0.4807 -1.4351 1.1010
H2 0.1303 -1.1633 -0.6621
H3 0.1596 0.9936 1.3298
H4 1.8503 1.7051 -0.0583

Entry two
DFT (ωB97M-V/def2-TZVPD) results for a cluster of 2 separate species, C3H4N2O in total.

Gap between HOMO and LUMO (alpha / beta) ... 7.874 / 7.779 eV
HOMO energy (alpha / beta) ... -9.423 / -9.401 eV

Atoms and positions in Å:
O1 -0.0310 -0.9231 0.3633
N1 0.5828 -0.4991 2.4333
N2 0.6319 0.6684 1.8008
C1 -0.3026 1.0389 -1.9402
C2 0.1367 -1.3826 1.5534
C3 0.2369 0.3884 0.4721
H1 -0.6522 2.0889 -2.0116
H2 -1.1855 0.3639 -1.9341
H3 -0.0488 -2.4753 1.6646
H4 0.6318 0.7317 -2.4015

Short version: entry one is the most stable of them.

Entry one
DFT (ωB97M-V/def2-TZVPD) results for the molecule C3H4N2O.

Gap between HOMO and LUMO ... 9.395 eV
HOMO energy ... -8.539 eV

Atoms and positions in Å:
O1 1.1901 0.3862 -0.4400
N1 -0.5673 -0.4578 -1.6674
N2 0.5100 0.4630 1.5817
C1 1.5697 0.7874 0.8012
C2 -0.5611 -0.0931 0.8285
C3 -0.0809 -0.1211 -0.4254
H1 0.4337 1.2597 2.1988
H2 0.1560 -0.5050 -2.3712
H3 -1.2082 -1.2345 -1.6960
H4 -1.4783 -0.5031 1.2364

Entry two
DFT (ωB97M-V/def2-TZVPD) results for the molecule C3H4N2O.

Gap between HOMO and LUMO (alpha / beta) ... 8.434 / 8.375 eV
HOMO energy (alpha / beta) ... -8.516 / -8.967 eV

Atoms and positions in Å:
O1 -0.1399 1.7149 -0.2178
N1 -0.5626 -1.6742 0.5210
N2 1.1368 1.4077 -0.1871
C1 -0.2685 -0.4905 0.1446
C2 -0.9982 0.7335 -0.0976
C3 1.1438 -0.0421 -0.1275
H1 1.8567 -0.4464 0.5909
H2 -1.5676 -1.8104 0.6083
H3 -2.0402 1.0136 -0.1098
H4 1.4397 -0.4060 -1.1251

Short version: entry one is the most stable of them.

Entry one
DFT (ωB97M-V/def2-TZVPD) results for a cluster of 2 separate species, C3H4N2O in total.

Gap between HOMO and LUMO (alpha / beta) ... 7.885 / 7.884 eV
HOMO energy (alpha / beta) ... -9.533 / -9.532 eV

Atoms and positions in Å:
O1 -1.2884 1.7429 0.1152
N1 0.8695 0.8387 0.3769
N2 0.2680 -1.2399 0.9110
C1 -0.8214 -0.6426 0.6122
C2 -0.5578 0.8175 0.3231
C3 1.3552 -0.4119 0.4203
H1 1.3770 1.5844 -0.0840
H2 -1.8122 -1.0831 0.6754
H3 0.6755 -0.8048 -1.6455
H4 -0.0654 -0.8012 -1.7045

Entry two
DFT (ωB97M-V/def2-TZVPD) results for the molecule C3H4N2O.

Gap between HOMO and LUMO (alpha / beta) ... 8.426 / 8.382 eV
HOMO energy (alpha / beta) ... -8.506 / -8.963 eV

Atoms and positions in Å:
O1 1.3650 -0.6538 0.8440
N1 0.5118 -0.1964 1.7323
N2 -0.8784 0.7531 -1.4388
C1 -0.6385 0.2032 0.9410
C2 1.0401 -0.5410 -0.4200
C3 -0.2079 0.1920 -0.5086
H1 -1.4077 -0.5819 1.0738
H2 -0.4716 0.6059 -2.3619
H3 -1.0723 1.1548 1.2636
H4 1.7593 -0.9359 -1.1254

Entry three
DFT (ωB97M-V/def2-TZVPD) results for the molecule C3H4N2O.

Gap between HOMO and LUMO ... 10.021 eV
HOMO energy ... -9.088 eV
SMILES ... Oc1cc[nH]n1

Atoms and positions in Å:
O1 2.2373 -0.0083 -0.4886
N1 0.3568 -1.3735 0.0264
N2 -0.9562 -1.0377 -0.0254
C1 0.9444 -0.2112 -0.1366
C2 0.0497 0.8759 -0.2388
C3 -1.1784 0.2770 -0.2295
H1 0.3152 1.9190 -0.1421
H2 1.9944 0.7177 -1.0950
H3 -2.1644 0.6845 -0.3823
H4 -1.6468 -1.7599 0.0631

Entry four
DFT (ωB97M-V/def2-TZVPD) results for the molecule C3H4N2O.

Gap between HOMO and LUMO ... 9.721 eV
HOMO energy ... -8.941 eV
SMILES ... Oc1cc[nH]n1

Atoms and positions in Å:
O1 2.2416 0.0596 -0.6109
N1 0.5026 -1.3979 -0.0410
N2 -1.0924 -1.0301 0.3472
C1 -1.2206 0.2816 0.1480
C2 0.9170 -0.1743 -0.3207
C3 -0.0495 0.8437 -0.2678
H1 2.7099 0.1889 0.2282
H2 0.1274 1.8778 -0.4733
H3 -1.9853 -1.4738 0.6746
H4 -2.1506 0.8243 0.3156

Short version: entry three is the most stable of them.

Entry one
DFT (ωB97M-V/def2-TZVPD) results for a cluster of 2 separate species, C3H7ClO in total.

Gap between HOMO and LUMO ... 8.047 eV
HOMO energy ... -9.898 eV

Atoms and positions in Å:
Cl1 -1.8193 0.0969 -0.2410
O1 1.9732 -0.9038 -0.0480
C1 1.2362 1.3084 0.0920
C2 0.7998 -0.1003 -0.1769
C3 -0.5266 -0.5891 0.7762
H1 1.6273 1.6165 1.1997
H2 0.3207 -0.4503 -1.1543
H3 2.3702 1.6128 -0.0165
H4 -0.3683 -0.0345 1.7733
H5 0.7044 2.2369 -0.6003
H6 2.2701 -1.3920 -1.6956
H7 -0.8388 -1.7193 0.8281

Entry two
DFT (ωB97M-V/def2-TZVPD) results for a structure of composition C3H7ClO.

Gap between HOMO and LUMO ... 10.419 eV
HOMO energy ... -9.847 eV

Atoms and positions in Å:
Cl1 1.2802 0.5464 -1.3021
O1 -1.6103 -0.3132 0.3837
C1 -1.6084 0.7155 1.4188
C2 -0.4592 -1.0585 0.3424
C3 1.0923 -0.5182 0.2096
H1 1.2650 0.1087 1.1914
H2 -2.1394 1.8949 0.6780
H3 1.7870 -1.3102 0.3327
H4 -0.5687 -1.7764 1.1804
H5 -0.1725 0.8909 1.7354
H6 -0.8374 -1.7868 -0.3803
H7 -2.3637 0.3638 2.5047

Short version: entry two is the most stable of them.